The following is a quantum chemistry calculation of a molecular structure, C35H36FFeN11O8S, from the OMol25 dataset.

Structure (XYZ):
```
93
Properties=species:S:1:pos:R:3:forces:R:3:lowdin_spin:R:1
O -0.66071 1.48107 1.07112 0.368 -0.018 0.161 0.007
H -4.65885 -2.05568 -1.37539 0.026 0.010 0.019 0.000
H 1.62003 1.77432 2.01307 0.041 -0.001 -0.017 0.000
H 4.92761 -8.07176 -5.51363 0.033 0.011 0.006 0.000
H 3.51617 -9.12143 -5.34198 0.013 -0.044 -0.005 0.000
H 4.99585 -8.18020 -3.02203 0.098 -0.010 0.014 0.000
C -4.22323 2.40534 -6.66240 -0.055 -0.017 0.022 0.002
C -6.24545 2.29551 -2.07691 0.176 0.085 0.259 0.013
C -4.78955 -0.09429 -0.53325 -0.099 0.071 0.056 0.004
C -5.05698 2.83909 -2.59569 -0.018 -0.033 0.063 0.100
H 3.31835 -10.55715 -3.32099 0.036 -0.024 -0.014 0.000
H 3.95058 -9.83118 -1.82989 0.019 0.015 0.019 0.000
H -1.87105 3.60627 2.07126 0.072 -0.068 -0.010 0.000
C 2.37603 -8.64170 -2.80289 0.032 0.076 -0.089 0.000
H 1.71610 -1.05700 -2.58843 0.034 0.063 -0.073 0.000
H 2.71504 -7.15702 -0.43816 -0.014 0.034 0.000 0.000
O 0.33365 -1.96734 -0.62233 -0.072 0.205 -0.321 0.000
O 0.09233 -2.52473 3.59288 -0.083 0.128 -0.177 0.000
H 5.54447 1.14487 -0.13784 -0.015 0.043 -0.076 0.000
C -1.85642 1.71894 0.96598 -0.497 0.136 -0.109 0.002
N 5.06804 0.25691 -0.24146 -0.147 -0.204 0.202 0.000
C 1.13774 -4.32547 1.92681 0.085 -0.135 0.082 0.000
C 0.07534 -2.17197 2.41640 0.188 -0.362 0.085 0.000
O -5.45491 1.93894 -6.11924 0.091 -0.011 -0.091 0.054
C 2.79003 -6.44044 3.22267 0.034 0.011 0.080 0.000
H 0.89875 -3.15668 -2.67189 0.016 -0.038 0.027 0.000
C 3.57954 -6.85596 2.01682 0.090 0.013 -0.029 0.000
H -5.85842 -0.02230 -0.66275 -0.040 0.080 -0.048 0.002
N 4.66534 -8.95572 -3.60190 -0.151 0.062 -0.016 0.000
S 0.94043 1.15866 -2.53904 0.212 0.019 -0.383 0.000
C 2.28412 -6.29564 -0.93086 0.020 -0.028 0.256 0.000
H -3.37231 1.93926 -6.16309 0.013 -0.017 0.001 0.001
O 2.17648 1.68328 -1.99094 0.052 0.096 0.072 0.000
C 1.74655 -5.25817 -0.15852 0.049 -0.007 0.003 0.000
C 0.66572 -3.16517 1.40826 -0.004 0.132 -0.148 0.000
H -4.14423 3.49038 -6.58071 -0.010 0.024 0.010 0.001
H 3.82984 -6.21415 -4.55671 0.010 0.029 0.002 0.000
C 1.29047 -4.03647 -2.17506 -0.050 0.149 -0.239 0.000
H 1.06601 -4.46355 2.99795 -0.012 0.042 -0.011 0.000
H 2.97682 -5.45405 3.62376 0.002 -0.008 -0.033 0.000
N 1.70069 -5.33683 1.22151 -0.005 -0.132 0.044 0.000
C 3.56254 -9.62135 -2.82397 -0.027 0.033 0.001 0.000
C -2.74472 -1.32263 -0.74141 0.031 0.008 -0.043 0.001
H -8.08635 1.30074 -2.56522 0.024 0.002 0.010 0.003
H -4.36289 3.34119 -1.93511 0.021 0.012 -0.038 0.005
F 1.75117 -4.97798 -4.26120 0.005 -0.016 0.025 0.000
N 1.79364 0.13134 0.66812 0.147 0.193 -0.166 0.000
N 3.79808 0.43894 0.29100 0.168 -0.001 -0.043 0.000
H 1.87157 -8.69799 -1.84437 -0.009 0.013 0.024 0.000
O 0.25926 1.96876 -3.52236 0.151 -0.013 0.131 0.000
N 3.53114 1.39608 1.14716 -0.157 -0.093 -0.140 0.000
H -4.25490 4.03845 1.65881 -0.080 -0.070 -0.019 0.001
H 5.43822 -9.59256 -3.78475 -0.008 -0.036 -0.026 0.000
C 1.39845 -0.35208 -3.35769 0.007 -0.042 -0.022 0.000
C 0.71510 -2.97477 -0.00967 0.154 -0.408 0.218 0.000
C -2.48302 2.90908 1.51639 0.211 -0.130 -0.025 0.008
C 2.31162 -6.22440 -2.30751 0.051 0.111 -0.237 0.000
H 2.39177 -7.07180 -5.10606 -0.034 -0.013 -0.036 0.000
N -5.74410 2.76409 0.13127 0.335 0.373 -0.050 0.156
H -3.84100 3.17033 -4.30966 -0.001 -0.026 0.011 -0.002
N -2.05666 -0.35959 -0.15185 -0.219 -0.060 0.105 0.000
N 2.89933 -7.29840 -3.03376 -0.070 -0.124 -0.117 0.000
C -4.12221 -1.23480 -0.91934 0.046 -0.078 -0.066 0.000
H 1.43605 -7.38009 1.75009 -0.034 0.006 -0.005 0.000
C 1.26044 -4.10727 -0.78920 -0.113 0.138 0.368 0.000
C 2.11343 -6.54685 1.89763 -0.018 0.057 -0.065 0.000
C 1.78805 -5.07210 -2.91080 -0.011 -0.090 -0.070 0.000
H 2.53856 -7.18484 3.96359 0.002 -0.005 -0.009 0.000
C -4.76205 2.74315 -3.94107 -0.039 -0.003 0.039 -0.003
C -5.65785 2.09978 -4.79813 0.039 0.066 0.025 0.093
C -4.60773 2.25559 0.47632 -0.144 -0.073 0.049 0.046
Fe -0.12451 -0.23825 0.23688 0.411 -0.371 -0.111 0.001
H 4.94108 0.03116 -1.22137 -0.011 0.173 -0.073 0.000
C -6.86109 1.58503 -4.29640 -0.062 -0.028 0.029 -0.017
C 3.25645 -7.13056 -4.44340 0.071 -0.056 0.172 0.000
O -0.00060 0.71139 -1.49091 -0.487 0.088 0.038 0.000
H 2.21211 -0.12770 -4.04550 -0.045 -0.028 -0.016 0.000
N 2.81758 -0.34209 -0.01649 -0.047 0.063 0.127 0.000
H 3.89619 -7.88733 1.92820 -0.037 0.014 0.013 0.000
N -6.57583 2.31112 -0.74183 -0.303 -0.446 -0.256 0.438
C -2.71175 0.73481 0.25209 0.234 0.282 0.129 0.002
O -0.38948 -1.09742 1.94163 -0.277 0.189 0.470 0.000
C -3.78073 3.13444 1.29736 -0.191 -0.091 -0.011 0.000
H -2.17503 -2.17929 -1.07784 -0.012 0.005 0.034 0.000
C 4.10765 -8.34847 -4.85732 -0.022 0.048 0.044 0.000
H -4.23175 2.12283 -7.70999 -0.019 -0.008 -0.010 0.000
C -4.06352 0.94940 0.04772 -0.148 0.216 -0.047 0.007
H -7.54488 1.10711 -4.98586 0.018 0.019 0.007 -0.003
C 2.24034 1.18204 1.36536 0.048 -0.102 0.052 0.000
H 4.26911 -6.12766 1.60854 -0.042 -0.001 0.014 0.000
H 1.64583 -8.91205 -3.57433 -0.031 -0.021 -0.001 0.000
C -7.15668 1.68903 -2.96129 -0.060 -0.030 -0.069 0.077
H 0.52912 -0.72445 -3.90024 0.054 -0.024 0.040 0.000
```
Forces are in eV/Å.

Its total charge is +1. The spin multiplicity is 2. The LUMO energy (alpha / beta) comes out at -3.30 / -3.30 eV. The calculation puts the HOMO-LUMO gap (alpha / beta) at 5.54 / 6.14 eV. Its HOMO energy (alpha / beta) is -8.8 / -9.4 eV. The relative energy (zero: lowest compared OMol25 entry of this formula, charge and spin) comes out at 8.2 kcal/mol.